# 1
The following is a DFT calculation (ωB97M-V/def2-TZVPD) of a cluster of 15 separate species, C26H29Cl42F4N2O8PS in total at a distorted geometry.

Last column: Löwdin charge in e.
Cartesian coordinates (Å):
C: 9.128 2.681 3.243  -0.27
P: 8.637 4.469 2.880  1.00
O: 8.931 5.428 4.278  -0.30
C: 6.726 4.624 2.595  -0.46
C: 5.778 4.456 3.878  -0.11
C: 5.944 3.072 4.674  -0.08
C: 4.512 2.347 4.914  -0.39
N: 3.671 1.994 3.752  0.09
O: 4.130 2.040 6.075  0.00
O: 6.659 6.077 2.285  -0.26
S: 7.248 6.222 0.688  0.82
O: 8.654 6.795 0.606  -0.31
O: 6.480 7.207 -0.182  -0.28
O: 7.141 4.576 0.245  -0.20
C: 6.157 4.015 1.198  -0.28
C: 5.801 2.457 1.121  -0.07
C: 6.548 1.625 -0.026  -0.06
C: 7.469 0.503 0.643  -0.12
F: 8.859 0.504 0.298  0.00
C: 7.024 -0.467 1.577  -0.13
F: 5.973 -1.386 1.398  0.03
F: 7.698 -0.517 2.844  0.03
C: 4.794 4.695 0.592  -0.28
O: 4.631 4.474 -0.641  0.13
N: 3.871 5.545 1.364  0.15
C: 2.484 5.112 1.311  -0.35
O: 1.909 4.476 0.425  0.14
F: 1.670 5.529 2.424  0.00
H: 10.228 2.551 2.915  0.06
H: 9.137 2.525 4.391  0.06
H: 8.452 1.889 2.779  0.02
H: 8.167 6.036 4.414  0.05
H: 5.985 5.313 4.612  0.13
H: 4.677 4.538 3.566  0.11
H: 6.418 3.242 5.712  0.14
H: 6.590 2.286 4.157  0.09
H: 3.105 1.168 4.032  -0.02
H: 3.061 2.797 3.545  0.08
H: 5.975 1.972 2.147  0.10
H: 4.662 2.380 0.945  0.14
H: 7.172 2.235 -0.757  0.13
H: 5.717 1.124 -0.657  0.14
H: 3.977 6.543 1.125  0.16
C: 3.044 -3.201 0.526  -1.55
Cl: 2.162 -1.677 0.342  0.51
Cl: 2.506 -4.059 1.977  0.52
Cl: 2.836 -4.214 -0.909  0.51
H: 4.103 -2.974 0.635  -0.05
C: 1.112 -0.616 6.645  -1.51
Cl: 2.578 -0.574 7.633  0.55
Cl: -0.198 0.269 7.435  0.48
Cl: 1.423 0.053 5.035  0.57
H: 0.806 -1.654 6.532  0.00
C: -2.913 -1.027 4.509  -1.50
Cl: -2.080 -1.853 5.835  0.50
Cl: -2.453 0.681 4.455  0.52
Cl: -2.558 -1.816 2.966  0.51
H: -3.985 -1.087 4.686  0.02
C: -2.968 -1.958 -0.918  -1.51
Cl: -4.044 -0.954 0.066  0.51
Cl: -1.420 -2.205 -0.095  0.50
Cl: -3.733 -3.511 -1.283  0.47
H: -2.779 -1.440 -1.856  0.02
C: -6.912 -2.923 -4.238  -1.53
Cl: -6.559 -4.657 -4.302  0.50
Cl: -8.660 -2.643 -4.257  0.52
Cl: -6.182 -2.190 -2.802  0.51
H: -6.481 -2.453 -5.121  -0.10
C: 6.718 -6.080 0.093  -1.53
Cl: 5.190 -6.752 -0.492  0.51
Cl: 8.035 -6.462 -1.025  0.53
Cl: 6.583 -4.330 0.319  0.55
H: 6.945 -6.533 1.056  0.02
C: -7.606 -2.195 -8.294  -1.52
Cl: -6.391 -1.497 -7.214  0.56
Cl: -8.265 -3.685 -7.609  0.50
Cl: -8.899 -1.030 -8.610  0.54
H: -7.124 -2.436 -9.240  -0.03
C: -8.341 -6.412 -10.439  -1.52
Cl: -7.511 -7.234 -9.111  0.54
Cl: -7.876 -4.706 -10.501  0.53
Cl: -7.991 -7.209 -11.979  0.54
H: -9.413 -6.469 -10.260  0.01
C: -4.771 1.782 -9.321  -1.53
Cl: -3.204 1.879 -8.506  0.52
Cl: -5.184 0.099 -9.675  0.50
Cl: -6.032 2.538 -8.337  0.52
H: -4.701 2.323 -10.263  0.02
C: -6.361 -6.262 0.260  -1.52
Cl: -4.897 -6.230 1.255  0.52
Cl: -7.665 -5.358 1.040  0.52
Cl: -6.036 -5.604 -1.350  0.47
H: -6.677 -7.298 0.150  0.02
C: -9.843 -0.686 -0.971  -1.55
Cl: -8.430 0.368 -0.821  0.51
Cl: -9.673 -2.107 0.069  0.51
Cl: -11.324 0.199 -0.579  0.52
H: -9.909 -1.024 -2.004  -0.02
C: 1.116 6.744 6.042  -1.54
Cl: 0.161 7.522 4.773  0.53
Cl: 1.325 5.022 5.697  0.52
Cl: 2.688 7.539 6.213  0.51
H: 0.578 6.842 6.983  0.02
C: -11.218 -6.693 -13.673  -1.56
Cl: -11.899 -7.314 -12.161  0.52
Cl: -12.248 -7.128 -15.044  0.53
Cl: -11.006 -4.939 -13.585  0.52
H: -10.241 -7.149 -13.820  -0.02
C: -3.533 0.293 10.029  -1.53
Cl: -2.698 -0.531 11.354  0.52
Cl: -3.078 2.002 9.974  0.52
Cl: -3.178 -0.495 8.485  0.47
H: -4.605 0.229 10.208  0.02

Computed properties:
Strongest force on any atom in eV/Å: 7.5
Total charge: 0
LUMO in eV: -1.1
Frontier orbital gap in eV: 7.700
E_tot in Eh: -22186.22903

---

# 2
The following is a DFT calculation (ωB97M-V/def2-TZVPD) of a structure of composition C20H31BrN3OS3SiY at a distorted geometry.

Last column: Löwdin charge in e.
Cartesian coordinates (Å):
Y: 0.123 0.164 0.048  1.15
O: -2.802 6.013 1.081  0.15
C: -2.313 4.784 0.993  -0.28
C: -2.834 3.679 1.672  0.04
C: -2.240 2.455 1.494  -0.13
N: -1.170 2.255 0.694  -0.10
C: -0.717 3.335 0.056  -0.70
Br: 0.742 2.980 -1.102  0.89
C: -1.214 4.605 0.148  0.00
H: -3.568 6.063 1.668  0.14
H: -3.694 3.772 2.322  0.14
H: -2.633 1.582 1.997  0.08
H: -0.797 5.435 -0.403  0.14
C: 2.642 -1.924 2.432  -0.47
C: 3.132 -0.480 2.446  -0.48
S: 1.906 0.839 2.329  0.83
C: 0.899 0.689 3.825  -0.48
C: -0.035 -0.511 3.953  -0.46
S: -1.180 -0.692 2.560  0.85
C: -1.224 -2.477 2.244  -0.48
C: 0.122 -3.189 2.122  -0.47
S: 1.408 -2.338 1.158  0.88
H: 2.231 -2.209 3.396  0.07
H: 3.501 -2.572 2.257  0.09
H: 3.794 -0.292 1.601  0.06
H: 3.725 -0.308 3.345  0.10
H: 0.333 1.622 3.861  0.08
H: 1.577 0.711 4.680  0.10
H: -0.636 -0.389 4.854  0.10
H: 0.513 -1.441 4.058  0.06
H: -1.791 -2.558 1.314  0.07
H: -1.823 -2.959 3.017  0.10
H: -0.051 -4.150 1.638  0.09
H: 0.546 -3.415 3.098  0.08
C: 3.936 0.665 -1.081  -0.02
C: 3.008 -0.167 -1.918  -0.32
C: 3.423 -0.744 -3.094  -0.01
C: 2.502 -1.469 -3.852  -0.01
C: 1.194 -1.595 -3.440  0.00
C: 0.811 -0.988 -2.242  -0.44
N: 1.733 -0.310 -1.494  -0.04
N: -0.457 -0.982 -1.685  -0.21
Si: -1.964 -0.951 -2.608  0.37
C: -2.484 -2.603 -3.242  -0.16
C: -3.184 -0.354 -1.320  -0.17
C: -1.794 0.294 -3.971  -0.16
H: 4.300 1.520 -1.653  0.10
H: 4.814 0.095 -0.775  0.10
H: 3.436 1.053 -0.193  0.03
H: 4.445 -0.624 -3.425  0.13
H: 2.818 -1.934 -4.777  0.13
H: 0.470 -2.153 -4.017  0.11
H: -2.527 -3.343 -2.441  0.04
H: -1.815 -2.981 -4.018  0.03
H: -3.482 -2.531 -3.685  0.05
H: -3.364 -1.115 -0.553  0.03
H: -4.155 -0.115 -1.761  0.05
H: -2.849 0.569 -0.827  0.00
H: -1.191 -0.084 -4.800  0.04
H: -1.325 1.213 -3.607  0.03
H: -2.773 0.558 -4.378  0.05

Computed properties:
Strongest force on any atom in eV/Å: 1.0
Total charge: +2
LUMO in eV: -5.3
Frontier orbital gap in eV: 8.117
E_tot in Eh: -5116.32898

---

# 3
The following is a DFT calculation (ωB97M-V/def2-TZVPD) of a cluster of 3 separate species, C23H56IN9O2P3S in total at a distorted geometry.

Last column: Löwdin charge in e.
Cartesian coordinates (Å):
C: 3.449 0.443 0.843  -0.09
C: 1.876 0.123 0.713  -0.26
N: 1.556 -1.338 0.707  -0.01
C: 2.323 -2.044 1.751  -0.22
N: 3.424 -2.734 1.266  0.15
N: 4.017 -3.364 2.262  -0.17
C: 5.210 -4.193 1.817  -0.68
I: 4.780 -5.356 0.008  0.84
C: 6.532 -3.309 1.637  -0.27
C: 6.776 -2.344 2.895  -0.10
C: 3.731 -3.385 3.608  0.05
C: 2.581 -2.622 4.232  -0.09
C: 2.204 -2.595 5.760  -0.18
C: 3.433 -2.101 6.681  -0.08
C: 1.785 -1.895 3.151  -0.19
P: 0.247 -0.865 3.509  0.42
S: 0.795 0.889 4.228  0.13
H: 3.608 1.482 0.384  0.09
H: 4.039 -0.309 0.231  0.07
H: 3.767 0.517 1.931  0.07
H: 1.292 0.738 1.466  0.06
H: 1.573 0.523 -0.319  0.11
H: 1.862 -1.675 -0.224  0.13
H: 5.391 -4.978 2.632  0.10
H: 6.364 -2.684 0.689  0.11
H: 7.400 -4.040 1.480  0.12
H: 5.953 -1.547 2.845  0.08
H: 6.626 -2.969 3.845  0.08
H: 7.818 -1.901 2.927  0.09
H: 4.395 -3.991 4.304  0.16
H: 1.266 -1.993 5.991  0.09
H: 2.006 -3.685 6.064  0.13
H: 3.617 -2.847 7.519  0.09
H: 3.174 -1.107 7.160  0.09
H: 4.397 -1.957 6.089  0.08
H: -0.422 -1.537 4.602  -0.01
H: -0.653 -0.750 2.402  -0.01
O: 2.208 2.451 -2.886  -0.33
P: 1.225 1.827 -3.896  0.73
N: 1.865 2.639 -5.245  -0.33
C: 1.221 3.561 -6.152  -0.12
C: 3.247 2.381 -5.620  -0.14
N: -0.124 2.666 -3.221  -0.36
C: -0.416 4.052 -3.545  -0.13
C: -0.266 2.485 -1.775  -0.15
N: 0.094 1.033 -5.002  -0.30
C: 0.640 0.039 -5.922  -0.13
C: -1.353 0.960 -4.868  -0.11
H: 0.191 3.275 -6.382  0.07
H: 1.732 3.604 -7.119  0.08
H: 1.226 4.577 -5.745  0.08
H: 3.290 1.725 -6.498  0.07
H: 3.797 1.883 -4.818  0.07
H: 3.783 3.307 -5.849  0.08
H: 0.445 4.707 -3.368  0.09
H: -1.258 4.427 -2.956  0.08
H: -0.743 4.149 -4.580  0.06
H: 0.408 3.138 -1.210  0.08
H: -0.051 1.449 -1.496  0.05
H: -1.294 2.690 -1.457  0.07
H: 0.625 0.428 -6.945  0.09
H: 0.084 -0.902 -5.901  0.08
H: 1.674 -0.206 -5.670  0.07
H: -1.813 1.909 -5.155  0.08
H: -1.656 0.705 -3.852  0.08
H: -1.793 0.200 -5.521  0.08
O: -2.698 -0.113 1.164  -0.36
P: -4.042 0.436 0.640  0.74
N: -4.627 0.847 2.182  -0.33
C: -5.807 0.377 2.871  -0.12
C: -3.903 1.843 2.958  -0.14
N: -4.581 -1.123 0.133  -0.36
C: -5.144 -2.088 1.060  -0.13
C: -3.634 -1.813 -0.746  -0.15
N: -5.540 1.106 -0.020  -0.29
C: -5.713 2.554 0.043  -0.12
C: -6.453 0.456 -0.948  -0.11
H: -6.663 0.252 2.203  0.07
H: -6.140 1.085 3.637  0.08
H: -5.611 -0.571 3.380  0.08
H: -4.433 2.802 2.941  0.08
H: -2.903 2.020 2.555  0.07
H: -3.777 1.530 4.000  0.08
H: -4.479 -2.280 1.911  0.08
H: -5.348 -3.041 0.564  0.08
H: -6.117 -1.757 1.423  0.06
H: -2.823 -2.289 -0.185  0.07
H: -3.189 -1.110 -1.457  0.07
H: -4.144 -2.580 -1.338  0.08
H: -6.483 2.808 0.779  0.09
H: -5.998 2.985 -0.920  0.08
H: -4.787 3.050 0.342  0.07
H: -7.068 -0.282 -0.427  0.08
H: -5.923 -0.030 -1.768  0.08
H: -7.151 1.164 -1.407  0.08

Computed properties:
Strongest force on any atom in eV/Å: 7.3
Total charge: +1
LUMO in eV: -4.6
Frontier orbital gap in eV: 4.887
E_tot in Eh: -3272.62449

---

# 4
The following is a DFT calculation (ωB97M-V/def2-TZVPD) of a cluster of 2 separate species, C9H16F3IO8P2S2 in total at a distorted geometry.

Last column: natural (NBO) charge in e.
Cartesian coordinates (Å):
O: -2.803 1.254 2.685  -0.46
C: -3.000 0.034 2.153  0.76
O: -4.282 -0.732 2.017  -0.57
C: -4.395 -1.298 0.644  0.20
C: -4.697 0.000 -0.315  -0.66
S: -5.799 1.310 0.482  1.75
O: -6.940 1.811 -0.435  -0.87
O: -4.885 2.564 0.760  -0.89
C: -5.391 -2.597 0.408  0.98
F: -6.762 -2.217 -0.051  -0.33
F: -5.433 -3.537 1.570  -0.32
F: -4.790 -3.364 -0.746  -0.35
C: -2.901 -2.040 0.528  -0.47
C: -1.942 -1.004 1.419  -0.57
I: -0.894 -1.848 3.180  0.26
P: -0.782 -0.262 0.048  0.79
S: 0.106 1.379 0.622  -0.48
H: -3.722 0.546 -0.685  0.30
H: -5.295 -0.403 -1.258  0.29
H: -6.282 0.926 1.772  0.11
H: -2.588 -2.036 -0.611  0.24
H: -2.884 -3.133 0.994  0.28
H: -1.550 -0.091 -1.172  -0.02
H: 0.196 -1.325 -0.219  0.02
C: 5.160 0.830 1.654  -0.25
O: 5.380 1.484 0.423  -0.81
P: 4.586 0.935 -0.867  2.55
O: 3.101 0.842 -0.697  -1.08
O: 5.311 -0.464 -1.195  -0.81
C: 6.723 -0.511 -1.238  -0.25
O: 5.097 1.914 -2.039  -0.81
C: 4.118 2.535 -2.846  -0.25
H: 4.735 1.544 2.365  0.20
H: 4.484 -0.024 1.553  0.19
H: 6.121 0.477 2.038  0.18
H: 7.092 -0.923 -0.296  0.18
H: 7.162 0.476 -1.399  0.19
H: 7.027 -1.170 -2.054  0.19
H: 4.576 3.387 -3.354  0.19
H: 3.284 2.904 -2.242  0.21
H: 3.754 1.827 -3.595  0.18

Computed properties:
Strongest force on any atom in eV/Å: 10.3
Total charge: 0
LUMO in eV: -1.3
Frontier orbital gap in eV: 7.433
Structure (SMILES): O=C1O[C@](C[SH](=O)=O)(C(F)(F)F)C[C@@]1(I)[PH2]=S.COP(=O)(OC)OC
E_tot in Eh: -3030.64377

---

# 5
The following is a DFT calculation (ωB97M-V/def2-TZVPD) of a structure of composition C3H2N2O at a distorted geometry.

Last column: natural (NBO) charge in e.
Cartesian coordinates (Å):
C: -0.614 -1.915 0.005  0.10
C: -1.624 -1.116 0.003  -0.09
C: -0.349 -0.021 0.064  -0.20
N: -1.416 0.963 0.026  -0.14
N: -2.336 0.069 -0.015  0.26
O: -3.679 0.126 0.071  -0.43
H: 0.081 0.064 1.044  0.24
H: 0.481 0.142 -0.802  0.26

Computed properties:
Strongest force on any atom in eV/Å: 5.9
Total charge: 0
LUMO (spin up / spin down) in eV: -1.0 / -1.0
Frontier orbital gap (spin up / spin down) in eV: 9.662 / 9.660
E_tot in Eh: -299.94675
Energy above the lowest of the compared OMol25 structures with the same formula, charge and spin in kcal/mol: 178.6

---

# 6
The following is a DFT calculation (ωB97M-V/def2-TZVPD) of a cluster of 18 separate species, C19H35BrCl34FN2O2 in total at a distorted geometry.

Last column: Löwdin charge in e.
Cartesian coordinates (Å):
O: 0.558 -0.792 -7.896  0.02
C: 0.976 -1.854 -7.360  -0.36
F: 0.230 -3.088 -7.519  -0.01
N: 2.244 -1.843 -6.608  0.11
C: 2.052 -2.058 -5.147  -0.66
O: 3.131 -2.270 -4.472  -0.10
N: 0.776 -2.012 -4.429  -0.48
Br: 0.425 -3.819 -3.936  0.46
H: 2.764 -2.687 -6.939  0.14
C: 0.979 -0.508 -1.055  -1.04
Cl: -0.141 0.595 -1.863  0.47
Cl: 0.345 -2.158 -1.029  0.50
H: 1.929 -0.503 -1.588  -0.01
H: 1.128 -0.170 -0.031  -0.06
C: -2.635 -4.988 -7.819  -1.03
Cl: -4.033 -5.977 -8.267  0.48
Cl: -2.481 -4.855 -6.065  0.49
H: -1.733 -5.449 -8.219  0.03
H: -2.758 -3.991 -8.240  0.03
C: -0.962 2.533 -5.530  -1.03
Cl: 0.179 1.190 -5.583  0.56
Cl: -1.110 3.175 -3.890  0.47
H: -0.610 3.325 -6.190  0.02
H: -1.938 2.182 -5.862  0.03
C: 3.784 0.234 2.190  -1.01
Cl: 2.664 1.334 1.378  0.54
Cl: 3.150 -1.414 2.218  0.53
H: 4.735 0.240 1.658  0.04
H: 3.933 0.574 3.214  -0.04
C: 1.200 2.919 4.292  -0.99
Cl: 0.517 4.519 4.611  0.53
Cl: 2.950 3.008 4.057  0.53
H: 0.989 2.269 5.140  0.04
H: 0.742 2.512 3.392  0.01
C: -2.472 -3.146 0.923  -1.04
Cl: -1.797 -4.719 0.487  0.50
Cl: -3.452 -3.252 2.395  0.50
H: -1.655 -2.445 1.091  0.00
H: -3.100 -2.792 0.106  -0.02
C: -0.702 -4.407 4.980  -1.03
Cl: -0.449 -3.311 6.344  0.49
Cl: 0.698 -4.421 3.902  0.50
H: -0.864 -5.414 5.361  0.03
H: -1.576 -4.079 4.419  -0.02
C: 5.107 1.992 6.726  -1.06
Cl: 5.333 1.108 8.241  0.50
Cl: 5.993 1.228 5.402  0.49
H: 4.047 2.007 6.480  -0.01
H: 5.471 3.011 6.853  -0.01
C: 0.950 -7.340 -2.538  -1.02
Cl: -0.556 -6.616 -3.112  0.43
Cl: 1.497 -6.574 -1.041  0.49
H: 0.784 -8.400 -2.353  0.02
H: 1.716 -7.213 -3.302  0.03
C: 1.414 8.021 3.111  -1.02
Cl: 1.663 9.113 4.480  0.52
Cl: 2.816 8.015 2.035  0.51
H: 1.254 7.012 3.489  -0.03
H: 0.539 8.349 2.551  0.03
C: 4.605 1.195 -4.295  -1.02
Cl: 4.038 1.134 -2.623  0.52
Cl: 6.270 0.615 -4.427  0.49
H: 3.961 0.566 -4.909  0.02
H: 4.560 2.225 -4.646  0.02
C: 2.384 12.541 5.556  -1.05
Cl: 0.878 13.270 4.984  0.49
Cl: 2.922 13.289 7.065  0.49
H: 2.221 11.477 5.726  -0.03
H: 3.154 12.678 4.798  0.03
C: -6.421 -2.788 -0.179  -1.02
Cl: -5.806 -4.038 -1.266  0.53
Cl: -5.376 -1.362 -0.192  0.53
H: -7.421 -2.498 -0.501  -0.03
H: -6.461 -3.188 0.834  0.02
C: 8.475 4.755 5.470  -1.01
Cl: 8.543 3.561 6.772  0.51
Cl: 6.826 4.946 4.862  0.51
H: 8.826 5.713 5.850  0.03
H: 9.117 4.425 4.653  0.03
C: -10.133 -0.311 -1.380  -1.02
Cl: -9.916 -1.188 0.140  0.51
Cl: -9.249 -1.089 -2.697  0.52
H: -11.194 -0.292 -1.628  0.03
H: -9.764 0.706 -1.257  0.03
C: -4.562 -7.661 -2.192  -1.04
Cl: -4.216 -6.680 -3.619  0.48
Cl: -6.293 -7.996 -2.049  0.48
H: -4.025 -8.605 -2.273  0.03
H: -4.231 -7.123 -1.304  0.02
C: -3.793 1.084 2.196  -1.05
Cl: -3.537 2.172 3.567  0.49
Cl: -2.396 1.079 1.114  0.50
H: -3.954 0.074 2.571  0.00
H: -4.669 1.415 1.640  0.02

Computed properties:
Strongest force on any atom in eV/Å: 6.3
Total charge: -1
LUMO in eV: 1.6
Frontier orbital gap in eV: 5.373
E_tot in Eh: -19325.30687
Energy above the lowest of the compared OMol25 structures with the same formula, charge and spin in kcal/mol: 0.0